DFT (ωB97M-V/def2-TZVPD) results for a cluster of 17 separate species, C35H112N8O17 in total.

The geometry in XYZ format:
```
172
Properties=species:S:1:pos:R:3:lowdin_charge:R:1
C 2.617 5.396 1.615 -0.161
O 1.976 4.701 0.559 -0.165
H 3.482 4.820 2.076 0.072
H 2.935 6.374 1.200 0.094
H 1.855 5.485 2.342 0.056
H 2.700 4.321 -0.034 0.064
C 2.086 -1.035 -5.486 -0.189
O 0.876 -0.370 -5.510 -0.144
H 2.856 -0.323 -5.756 0.076
H 2.262 -1.556 -4.542 0.075
H 2.134 -1.730 -6.307 0.069
H 0.115 -0.929 -5.187 0.075
C -1.728 0.413 -1.585 -0.157
O -2.947 -0.077 -2.147 -0.148
H -0.940 0.044 -2.271 0.080
H -1.639 1.460 -1.543 0.037
H -1.579 -0.065 -0.640 0.069
H -3.215 0.651 -2.728 0.036
O -2.280 3.701 -1.649 -0.115
H -2.921 3.342 -0.993 -0.001
H -1.810 4.479 -1.263 0.011
O 3.140 3.768 -1.999 -0.052
H 2.377 4.205 -2.414 0.017
H 3.890 4.212 -2.299 0.008
O -3.700 2.329 -3.847 -0.058
H -3.680 2.947 -3.144 -0.022
H -2.892 2.535 -4.409 0.056
O 5.201 3.166 0.552 -0.101
H 4.823 3.072 1.431 -0.015
H 4.825 2.465 -0.030 0.017
O -0.587 5.908 -0.992 -0.053
H -0.306 5.830 -0.090 0.027
H 0.137 5.360 -1.380 0.042
O 5.880 5.643 -0.776 -0.076
H 5.457 5.068 -0.113 -0.006
H 6.571 5.097 -1.137 0.018
C 1.679 3.769 -5.821 -0.042
C 0.718 4.445 -4.806 -0.376
C -0.720 4.423 -5.458 -0.155
O -1.225 3.076 -5.500 -0.262
C -1.210 2.320 -6.692 -0.102
N 0.694 3.767 -3.490 0.049
H 1.964 4.527 -6.548 0.072
H 1.194 2.877 -6.280 0.064
H 2.689 3.426 -5.418 0.094
H 0.813 5.476 -4.573 0.113
H -0.700 4.768 -6.528 0.132
H -1.420 5.064 -4.806 0.147
H -1.077 1.319 -6.274 0.083
H -0.443 2.598 -7.418 0.079
H -2.225 2.431 -7.187 0.106
H -0.230 3.828 -3.043 0.064
H 0.907 2.791 -3.616 0.074
C 6.496 2.285 3.687 -0.053
C 5.170 2.683 4.404 -0.464
C 5.237 4.101 4.931 -0.127
O 3.849 4.579 5.200 -0.223
C 3.595 5.915 5.036 -0.143
N 4.095 2.501 3.529 0.047
H 7.387 2.356 4.332 0.085
H 6.723 2.832 2.792 0.058
H 6.411 1.273 3.386 0.056
H 5.155 1.937 5.271 0.148
H 5.695 4.802 4.232 0.118
H 5.804 4.123 5.910 0.141
H 3.980 6.519 5.809 0.068
H 2.531 6.014 4.981 0.082
H 4.090 6.156 4.042 0.100
H 3.188 2.900 3.803 0.097
H 3.934 1.509 3.297 0.077
C 0.694 -4.229 -3.836 -0.026
C -0.237 -3.240 -3.104 -0.401
C -1.451 -3.057 -3.930 -0.265
O -1.075 -2.539 -5.147 -0.230
C -1.766 -3.095 -6.275 -0.054
N -0.716 -3.741 -1.791 0.082
H 1.621 -4.254 -3.353 0.039
H 0.869 -3.963 -4.899 0.088
H 0.244 -5.245 -3.757 0.098
H 0.258 -2.290 -2.949 0.118
H -2.186 -2.394 -3.508 0.116
H -1.980 -4.035 -3.986 0.138
H -1.170 -2.935 -7.175 0.092
H -2.755 -2.667 -6.317 0.090
H -1.770 -4.181 -6.179 0.087
H -1.402 -3.290 -1.266 0.028
H 0.003 -4.280 -1.312 0.049
C 1.656 1.124 -0.932 -0.030
C 2.419 1.037 0.381 -0.388
C 1.858 -0.014 1.288 -0.215
O 2.522 -0.099 2.528 -0.226
C 2.265 -1.218 3.350 -0.080
N 3.902 0.853 0.178 0.055
H 0.574 1.078 -0.752 0.059
H 1.811 0.257 -1.567 0.076
H 1.891 2.002 -1.571 0.061
H 2.343 1.949 0.894 0.105
H 2.070 -1.004 0.744 0.150
H 0.790 0.143 1.448 0.114
H 2.581 -2.081 2.743 0.093
H 1.249 -1.390 3.612 0.066
H 2.830 -1.140 4.244 0.081
H 4.367 0.498 0.987 0.068
H 3.952 0.226 -0.624 0.088
C -4.861 3.291 1.697 -0.042
C -4.418 1.957 1.038 -0.421
C -5.216 0.731 1.418 -0.146
O -4.921 0.581 2.886 -0.231
C -5.835 -0.320 3.452 -0.142
N -4.232 2.073 -0.434 0.036
H -5.740 3.621 1.191 0.057
H -4.016 4.008 1.550 0.089
H -5.110 3.139 2.809 0.100
H -3.386 1.725 1.463 0.142
H -4.921 -0.244 0.922 0.138
H -6.272 0.777 1.255 0.109
H -5.942 -1.259 2.858 0.091
H -6.808 0.182 3.475 0.082
H -5.664 -0.599 4.512 0.088
H -5.102 2.346 -0.881 0.094
H -3.970 1.125 -0.840 0.080
C -1.627 -3.728 1.837 -0.044
C -2.929 -4.573 1.769 -0.422
C -3.415 -4.772 0.340 -0.234
O -4.506 -5.655 0.383 -0.188
C -5.115 -5.907 -0.846 -0.115
N -2.593 -5.850 2.384 0.030
H -1.856 -2.768 1.283 0.090
H -0.844 -4.268 1.299 0.051
H -1.233 -3.563 2.813 0.057
H -3.806 -4.129 2.216 0.125
H -2.585 -5.109 -0.322 0.121
H -3.689 -3.787 -0.046 0.121
H -4.433 -6.484 -1.543 0.104
H -5.250 -4.977 -1.388 0.077
H -6.054 -6.406 -0.609 0.091
H -2.202 -5.738 3.314 0.076
H -3.421 -6.440 2.584 0.092
C -0.567 1.988 3.686 -0.063
C -1.608 1.209 4.510 -0.424
C -1.171 0.702 5.875 -0.203
O -2.273 0.123 6.584 -0.191
C -2.464 -1.236 6.242 -0.110
N -2.703 2.236 4.773 0.048
H -0.106 2.833 4.237 0.081
H -1.155 2.482 2.855 0.081
H 0.199 1.264 3.235 0.073
H -2.023 0.366 3.863 0.134
H -0.806 1.589 6.418 0.131
H -0.301 -0.013 5.838 0.134
H -2.310 -1.323 5.195 0.055
H -3.464 -1.485 6.508 0.076
H -1.792 -2.010 6.699 0.101
H -3.312 1.773 5.468 0.072
H -3.244 2.422 3.951 0.019
C 0.229 -8.856 0.527 -0.078
C 1.037 -7.621 0.713 -0.424
C 1.130 -6.855 -0.653 -0.209
O 1.615 -5.541 -0.612 -0.222
C 2.986 -5.355 -0.812 -0.107
N 0.502 -6.702 1.772 0.051
H 0.814 -9.572 -0.127 0.101
H -0.691 -8.539 -0.033 0.094
H -0.052 -9.376 1.416 0.067
H 2.058 -7.900 0.941 0.122
H 0.194 -6.753 -1.166 0.107
H 1.716 -7.486 -1.341 0.126
H 3.196 -4.380 -1.164 0.067
H 3.419 -6.022 -1.521 0.080
H 3.559 -5.392 0.142 0.101
H -0.500 -6.681 1.637 0.021
H 0.880 -5.752 1.649 0.058
```

Results
Molar mass: 917.3 g mol⁻¹
HOMO energy: -8.861 eV
Relative energy (zero: lowest compared OMol25 entry of this formula, charge and spin): 66.7 kJ/mol
Calculated total energy: -84833.5451 eV
Frontier orbital gap: 0.3398 Eh

=====

DFT (ωB97M-V/def2-TZVPD) results for a cluster of 2 separate species, C35H14F17O2Si in total.

The geometry in XYZ format:
```
69
Properties=species:S:1:pos:R:3:lowdin_charge:R:1
F 2.430 5.184 0.594 0.143
C 1.943 3.955 0.839 -0.096
C 1.162 3.301 -0.113 -0.108
F 0.904 3.888 -1.298 0.132
C 0.663 2.033 0.168 -0.189
F 0.022 1.386 -0.835 0.104
C 0.856 1.386 1.391 -0.076
Si 0.124 -0.279 1.802 0.845
C -1.328 -0.677 0.690 -0.063
C -1.507 -1.887 0.013 -0.155
F -0.490 -2.790 -0.049 0.099
C -2.688 -2.204 -0.655 -0.114
F -2.798 -3.378 -1.305 0.129
C -3.758 -1.312 -0.638 -0.097
F -4.933 -1.644 -1.197 0.144
C -3.590 -0.068 -0.033 -0.122
F -4.610 0.806 0.035 0.125
C -2.358 0.249 0.524 -0.211
F -2.163 1.533 0.911 0.097
C 1.436 -1.612 1.716 -0.070
C 2.480 -1.533 0.788 -0.171
F 2.519 -0.487 -0.082 0.097
C 3.457 -2.514 0.646 -0.109
F 4.422 -2.388 -0.286 0.130
C 3.411 -3.647 1.459 -0.093
F 4.324 -4.624 1.315 0.143
C 2.388 -3.767 2.401 -0.111
F 2.319 -4.869 3.177 0.124
C 1.422 -2.767 2.503 -0.180
F 0.386 -2.967 3.360 0.087
O -0.489 -0.185 3.446 0.026
C -1.703 -0.201 3.923 -0.381
C -2.204 -0.770 5.093 -0.004
C -3.664 -0.940 4.920 -0.146
C -3.958 0.099 3.861 -0.080
O -2.666 0.415 3.246 0.016
C 1.703 2.043 2.285 -0.178
F 2.081 1.400 3.426 0.083
C 2.224 3.312 2.043 -0.116
F 3.005 3.914 2.967 0.113
H -1.577 -1.452 5.660 0.138
H -3.994 -1.921 4.527 0.138
H -4.219 -0.745 5.836 0.101
H -4.624 -0.254 3.069 0.139
H -4.343 1.020 4.313 0.117
F -6.084 -0.151 10.394 0.079
C -5.167 0.254 9.464 -0.217
C -5.613 0.897 8.320 0.019
C -4.674 1.290 7.384 -0.010
C -3.273 1.029 7.551 -0.192
C -2.397 1.351 6.439 0.068
C -0.993 1.703 6.537 -0.207
C -0.490 2.726 5.680 0.006
C 0.805 3.217 5.812 0.017
C 1.625 2.635 6.781 -0.221
F 2.888 3.135 6.950 0.075
C 1.232 1.542 7.533 0.026
C -0.066 1.066 7.395 -0.005
C -2.880 0.445 8.783 0.021
C -3.820 -0.001 9.707 0.034
H -6.677 1.076 8.161 0.137
H -5.008 1.812 6.482 0.124
H -2.920 1.958 5.686 0.125
H -1.135 3.140 4.903 0.129
H 1.176 4.019 5.189 0.125
H 1.927 1.069 8.220 0.133
H -0.357 0.159 7.916 0.109
H -1.829 0.315 9.005 0.098
H -3.516 -0.526 10.600 0.131
```

Results
Molar mass: 817.5 g mol⁻¹
Charge: +1
HOMO energy: -11.629 eV
Calculated total energy: -94682.5673 eV
Frontier orbital gap: 0.2359 Eh

=====

DFT (ωB97M-V/def2-TZVPD) results for a structure of composition C35H22ClIMnN2O4PS2.

The geometry in XYZ format:
```
69
Properties=species:S:1:pos:R:3:lowdin_charge:R:1
Mn -1.392 -0.731 0.462 0.624
O -1.651 1.345 2.624 -0.083
C -0.815 0.889 1.837 -0.358
C 0.578 1.481 1.906 -0.250
C 1.015 2.148 3.047 -0.034
C 2.300 2.649 3.120 -0.082
C 3.162 2.500 2.038 -0.084
C 2.734 1.851 0.891 -0.071
C 1.442 1.330 0.817 -0.320
P 0.837 0.395 -0.629 1.086
C 2.353 0.112 -1.597 -0.368
C 3.080 -1.036 -1.282 -0.082
C 4.279 -1.303 -1.928 -0.076
C 4.748 -0.440 -2.909 -0.099
C 4.022 0.697 -3.235 -0.093
C 2.832 0.976 -2.577 -0.096
C -0.102 1.607 -1.623 -0.359
C -0.646 2.767 -1.078 -0.076
C -1.514 3.555 -1.824 -0.085
C -1.835 3.204 -3.127 -0.093
C -1.293 2.051 -3.681 -0.084
C -0.448 1.250 -2.930 -0.111
H 0.319 2.245 3.872 0.110
H 2.642 3.149 4.019 0.096
H 4.175 2.879 2.091 0.097
H 3.414 1.733 0.058 0.098
H 2.721 -1.713 -0.515 0.081
H 4.840 -2.189 -1.662 0.104
H 5.680 -0.654 -3.419 0.095
H 4.385 1.375 -3.998 0.097
H 2.275 1.870 -2.829 0.104
H -0.401 3.049 -0.061 0.104
H -1.944 4.444 -1.380 0.101
H -2.521 3.812 -3.703 0.102
H -1.556 1.756 -4.689 0.108
H -0.072 0.324 -3.352 0.104
Cl -5.729 1.739 -4.527 0.642
C -4.621 0.769 -3.585 -0.629
C -3.936 -0.247 -4.186 -0.198
C -3.019 -1.026 -3.465 -0.667
I -1.913 -2.487 -4.451 0.874
C -2.751 -0.813 -2.114 -0.476
O -1.897 -1.471 -1.423 -0.219
C -3.510 0.261 -1.495 -0.141
N -3.251 0.464 -0.180 0.079
C -3.862 1.434 0.460 -0.106
C -4.792 2.274 -0.174 -0.043
C -5.074 2.087 -1.499 -0.030
C -4.427 1.055 -2.212 -0.189
H -4.093 -0.445 -5.238 0.088
H -3.589 1.559 1.502 0.096
H -5.269 3.063 0.392 0.102
H -5.782 2.722 -2.014 0.087
O 2.843 -1.055 3.281 -0.289
S 2.419 -2.231 2.576 0.625
O 3.335 -2.815 1.631 -0.309
N 0.953 -2.002 1.870 -0.102
C 0.035 -2.776 2.389 -0.802
S -1.583 -2.816 1.892 0.663
C 0.525 -3.667 3.491 -0.227
C -0.182 -4.587 4.246 -0.032
C 0.501 -5.292 5.229 -0.076
C 1.860 -5.079 5.453 -0.081
C 2.568 -4.154 4.694 -0.039
C 1.871 -3.469 3.722 -0.219
H -1.238 -4.739 4.063 0.096
H -0.029 -6.016 5.834 0.099
H 2.369 -5.639 6.227 0.099
H 3.623 -3.977 4.858 0.118
```

Results
Molar mass: 847.0 g mol⁻¹
Charge: -1
⟨S²⟩: 8.761
2S+1: 6
HOMO energy (alpha / beta): -3.830 / -4.645 eV
Relative energy (zero: lowest compared OMol25 entry of this formula, charge and spin): 1.1 kJ/mol
Calculated total energy: -130729.4682 eV
Frontier orbital gap (alpha / beta): 0.2264 / 0.2563 Eh

=====

Strongest force on any atom? In order: 3.73 1.61 0.31 eV Å⁻¹.